Record 1
Here is a 40-piece molecular cluster, H80O40 overall in a non-equilibrium geometry from OMol25. Energies are from wB97M-V/def2-TZVPD.

Its HOMO energy is -9.8 eV. The calculation puts the molar mass at 720.600 g mol⁻¹. The energy comes out at -83197.1757 eV. Its LUMO energy is -0.61 eV. As for the net charge: 0.

Each line ends with the Mulliken charge.
Element x y z (Å)
1 H 1.96479 2.48821 0.22889  -0.004
2 H 2.54047 3.05939 1.59791  0.219
3 O 1.90444 2.45036 1.19237  -0.404
4 H -4.36091 -1.03290 -2.79820  0.254
5 H -5.22265 -0.04536 -2.64978  0.407
6 O -5.16626 -0.76853 -3.31585  -0.622
7 H 1.83101 -2.09692 -0.34376  0.169
8 H 2.52063 -2.93190 -1.44525  0.188
9 O 2.37770 -2.02122 -1.14366  -0.460
10 H 4.49013 -2.75345 0.67434  0.281
11 H 4.45484 -1.35983 -0.01952  0.223
12 O 4.13345 -1.85943 0.73239  -0.502
13 H 2.11865 -2.60531 -4.67689  0.278
14 H 3.19419 -3.75922 -4.33284  0.286
15 O 2.28300 -3.48023 -4.29463  -0.553
16 H -6.13540 1.44711 -1.40905  0.326
17 O -5.22411 1.63260 -1.72601  -0.674
18 H 1.40691 2.58905 3.48375  0.331
19 O 2.07541 2.33934 4.13350  -0.794
20 H -4.28821 1.72275 1.87271  0.193
21 H -4.86884 1.00314 0.54377  0.265
22 O -4.67561 0.94035 1.48145  -0.539
23 H -0.44313 -0.50870 6.33609  0.327
24 H -0.87159 0.87782 5.85129  0.230
25 O -0.13196 0.38844 6.19492  -0.660
26 H 3.52689 -1.90741 5.59745  0.315
27 H 2.23273 -1.20657 4.95544  0.230
28 O 3.11993 -1.09663 5.28626  -0.604
29 H -0.22996 2.45538 -2.40442  0.174
30 H 1.33394 1.67626 -2.28446  -0.010
31 O 0.64371 2.29149 -2.06333  0.208
32 H 2.36497 -1.56296 2.92664  0.004
33 O 1.70461 -2.24568 2.73695  0.590
34 H -1.09564 -2.64898 1.33238  0.197
35 H -2.38831 -3.07921 1.72351  0.252
36 O -1.54288 -3.49320 1.48775  -0.578
37 H -2.15548 0.73115 -5.08868  0.300
38 H -1.10104 1.91805 -5.44995  0.333
39 O -1.36551 1.00998 -5.53966  -0.530
40 H -0.67244 -3.39586 -0.66439  0.130
41 H -0.54084 -2.44549 -1.76399  0.319
42 O -1.22528 -2.98789 -1.36158  -0.645
43 H 0.04015 -5.92821 2.60242  0.207
44 H -0.39207 -4.41252 2.76391  0.184
45 O 0.25805 -5.02037 2.39706  -0.557
46 H 1.39118 4.74846 -1.48809  0.276
47 H 0.26612 5.28847 -2.40944  0.284
48 O 1.08154 4.78616 -2.39611  -0.620
49 H -4.29224 4.10263 2.36103  0.297
50 H -3.40382 3.93770 1.14070  0.263
51 O -3.40682 4.28212 2.03776  -0.558
52 H -1.35704 1.10607 1.14550  0.214
53 O -1.52317 0.29122 1.65786  -0.363
54 H 2.62573 5.19243 2.52060  0.247
55 H 2.38913 4.12362 3.73503  0.397
56 O 2.01768 4.54296 2.89042  -0.736
57 H 0.75797 3.85884 -3.76577  0.422
58 O 0.53535 3.13497 -4.39482  -0.641
59 H 2.00544 -4.94152 -0.53659  0.356
60 H 1.24779 -4.61370 0.91077  0.228
61 O 1.81528 -4.28202 0.18536  -0.575
62 H -2.55539 1.54857 5.69601  0.292
63 H -3.64152 0.53026 5.56894  0.344
64 O -2.99585 0.86396 6.20117  -0.655
65 H 0.01729 2.11166 -0.14926  -0.019
66 H 0.02905 2.86842 1.08401  0.413
67 O -0.63437 2.65530 0.35310  -0.542
68 H 0.88662 -0.25485 -4.99950  0.343
69 H 0.22485 -0.64863 -6.24614  0.270
70 O 0.95977 -0.94850 -5.68373  -0.651
71 H 3.40354 -3.48264 2.09853  0.210
72 H 2.98846 -4.82069 1.72211  0.429
73 O 3.68033 -4.39091 2.24068  -0.687
74 H -3.49787 -1.34807 -4.84075  0.259
75 H -2.50180 -1.82122 -5.69718  0.301
76 O -2.87012 -0.95144 -5.44568  -0.583
77 H -0.49771 -3.97857 4.65698  0.295
78 H 0.98507 -3.76646 4.40867  0.335
79 O 0.34030 -3.88527 5.11597  -0.623
80 H 0.25381 0.90214 4.43359  0.365
81 H 0.26451 -0.60794 3.98740  0.075
82 O -0.09056 0.26122 3.81915  -0.487
83 H -2.51180 -2.84403 -3.27309  0.242
84 H -3.29183 -4.08258 -3.74351  0.316
85 O -2.52662 -3.51219 -3.97347  -0.597
86 H 4.47382 -0.64302 3.64069  0.332
87 H 4.02226 -0.47555 2.22331  0.248
88 O 4.42463 0.03552 2.95796  -0.637
89 H -2.91486 3.51608 -4.21334  0.401
90 O -2.38551 3.27169 -4.99794  -0.674
91 H 0.69953 -0.42465 -0.38428  -0.117
92 H -0.36039 -0.88907 0.61880  -0.152
93 O 0.11155 -1.16348 -0.17899  0.752
94 H -1.16323 0.41994 2.56133  0.340
95 H -5.35020 2.14209 -2.54188  0.320
96 H 0.96086 2.35944 -4.04401  0.334
97 H 2.58334 1.61990 3.74701  0.461
98 H 1.83187 -2.44487 1.80328  -0.356
99 H -1.62703 3.76842 -4.66401  0.283
100 O -2.89291 3.97085 -2.41948  -0.655
101 H -2.35168 4.12556 -1.62427  0.269
102 H -3.31977 3.15809 -2.10093  0.269
103 O 3.65200 2.73393 -1.41030  -0.682
104 H 2.75939 2.41814 -1.57081  0.155
105 H 3.96796 3.11940 -2.22885  0.298
106 O -0.62753 5.13135 3.03379  -0.545
107 H -1.01090 5.51051 3.83103  0.290
108 H 0.32494 5.06523 3.28120  0.354
109 O -4.49520 -1.26247 3.11911  -0.650
110 H -4.72844 -0.57222 2.47051  0.409
111 H -3.66313 -1.51113 2.69049  0.265
112 O 3.49142 1.40539 -4.80114  -0.588
113 H 3.65742 0.49479 -5.05953  0.331
114 H 3.58949 1.44173 -3.84690  0.238
115 O 1.22374 -5.28941 -2.04289  -0.637
116 H 1.15494 -4.93203 -2.95540  0.288
117 H 0.47497 -5.57250 -1.51447  0.258
118 O 1.86172 0.00016 -2.60529  0.092
119 H 1.87514 -0.83779 -2.09593  0.226
120 H 2.75901 -0.01291 -2.96334  0.061

***

Record 2
Here is a 40-piece molecular cluster, H80O40 overall in a non-equilibrium geometry from OMol25. Energies are from wB97M-V/def2-TZVPD.

Its HOMO energy is -10.3 eV. The calculation puts the molar mass at 720.600 g mol⁻¹. The energy comes out at -83197.0542 eV. Its LUMO energy is -0.53 eV. As for the net charge: 0.

Each line ends with the Mulliken charge.
Element x y z (Å)
1 H 0.81422 -3.62134 -2.96445  0.330
2 H 0.58988 -2.29405 -3.75947  0.386
3 O 1.24748 -2.79344 -3.29427  -0.726
4 H -1.46376 5.40964 -2.84204  0.311
5 H -2.28271 4.69279 -3.59606  0.313
6 O -2.26213 5.61911 -3.33090  -0.649
7 H -5.18946 -2.34823 2.81492  0.324
8 H -4.52950 -3.65227 2.29910  0.256
9 O -5.34345 -3.26208 2.66274  -0.615
10 H 2.85508 1.31620 2.42026  0.022
11 H 2.35259 0.86642 1.06098  -0.074
12 O 3.16673 0.83615 1.62098  -0.427
13 H 1.39368 -2.40832 6.01037  0.338
14 H 1.24680 -0.82738 6.22300  0.241
15 O 0.82225 -1.66519 6.14194  -0.568
16 H 3.95101 0.27764 4.74840  0.357
17 O 4.27364 -0.48660 4.30621  -0.688
18 H -1.42230 -3.67210 -3.11507  0.350
19 O -0.95948 -4.49967 -2.86752  -0.640
20 H 3.30028 2.90944 5.13288  0.253
21 H 2.86510 2.42185 3.69443  0.350
22 O 3.37434 2.18793 4.54916  -0.565
23 H 1.38893 4.24530 -4.10928  0.312
24 H 1.39458 3.16764 -5.14581  0.357
25 O 0.94736 4.05658 -4.94610  -0.599
26 H 0.19614 1.20525 1.29060  -0.013
27 H 0.42655 1.39703 -0.34060  0.068
28 O -0.07718 1.62413 0.45980  -0.089
29 H 0.31429 1.03290 -3.65244  0.152
30 H -1.09716 1.53722 -4.20871  0.301
31 O -0.47378 0.77829 -4.13118  -0.458
32 H -2.92622 -4.39530 4.59152  0.298
33 O -2.62745 -4.60206 3.69951  -0.565
34 H 2.11699 -3.73142 0.49094  0.307
35 H 2.39281 -2.74072 1.60226  0.190
36 O 2.43925 -3.66668 1.35971  -0.653
37 H -5.87197 0.81424 -3.24566  0.322
38 H -4.91212 1.46074 -2.45278  0.292
39 O -5.13128 1.43635 -3.38380  -0.661
40 H 3.63628 3.85008 -3.94206  0.316
41 H 4.02852 2.39775 -3.06742  0.246
42 O 4.16922 3.27400 -3.38518  -0.647
43 H -3.69460 0.07085 -2.10388  0.176
44 H -3.80404 -0.13786 -3.67419  0.344
45 O -3.33796 -0.37467 -2.85306  -0.484
46 H 0.45002 -3.98387 2.82990  0.325
47 H -0.06746 -5.18305 2.27883  0.314
48 O -0.06029 -4.76641 3.14103  -0.749
49 H 3.74640 -0.76418 0.68843  0.313
50 H 3.74384 -2.19297 -0.03891  0.289
51 O 3.80958 -1.72690 0.84307  -0.577
52 H 1.84697 3.80842 1.67763  0.261
53 O 2.09758 3.61182 2.60090  -0.576
54 H 0.98896 -1.51925 -2.27220  0.242
55 H 0.03742 -0.47208 -1.77598  0.008
56 O 0.90665 -0.85926 -1.49225  -0.082
57 H 2.70292 1.85416 -1.75857  0.463
58 O 3.01630 1.00386 -2.04177  -0.444
59 H -3.33220 6.07265 -0.79220  0.285
60 H -2.92374 4.62412 -1.39419  0.326
61 O -3.33704 5.10604 -0.66322  -0.640
62 H 3.70162 -3.47596 4.55346  0.285
63 H 3.33806 -2.03180 4.96457  0.411
64 O 3.12696 -2.94037 5.11405  -0.674
65 H -3.21717 1.95978 -4.19500  0.259
66 H -3.15855 1.53123 -5.80538  0.217
67 O -2.78675 1.63409 -4.95649  -0.560
68 H 5.86738 -0.44338 -0.50819  0.280
69 H 6.18609 0.48133 0.78214  0.281
70 O 5.85136 -0.36899 0.47362  -0.527
71 H -2.79261 -1.96939 -0.70271  0.351
72 H -1.47763 -1.42516 0.13095  -0.242
73 O -2.16954 -1.18722 -0.49818  0.471
74 H 0.31918 -2.79134 -0.77371  0.199
75 H -0.96543 -3.62525 -0.46671  0.187
76 O -0.24690 -3.15562 -0.04929  -0.738
77 H -2.51672 3.35207 0.99476  0.319
78 H -3.53629 2.41647 1.80435  0.298
79 O -2.94350 3.14278 1.85653  -0.608
80 H 0.75258 -2.00472 0.97433  -0.243
81 H 1.46873 -0.79264 1.51568  -0.002
82 O 0.70961 -1.32637 1.63850  0.691
83 H -1.27268 2.83742 -0.49573  0.087
84 H -2.62092 2.55710 -0.74725  0.307
85 O -1.97104 3.09780 -1.11546  -0.324
86 H -1.62720 -1.11702 -2.87156  -0.045
87 H -1.01930 -1.43650 -4.22210  0.256
88 O -0.95310 -1.69833 -3.29626  -0.084
89 H -1.86738 -1.34468 4.02674  0.214
90 O -2.17539 -1.42636 4.96664  -0.656
91 H -3.59224 0.59961 2.76123  0.239
92 H -2.94069 -0.47337 1.61547  0.287
93 O -3.76175 -0.10330 2.10029  -0.578
94 H 2.21533 4.40575 3.14784  0.238
95 H 3.68907 -0.68982 3.52004  0.270
96 H 2.38627 0.28634 -2.04342  0.209
97 H -0.96646 -5.22773 -3.50421  0.251
98 H -1.64734 -4.60861 3.70693  0.427
99 H -2.43705 -2.35485 4.93542  0.205
100 O 2.29470 3.71337 -1.48947  -0.476
101 H 2.94588 4.20260 -1.02718  0.252
102 H 2.32953 3.66639 -2.41608  0.049
103 O -3.91007 -3.10003 -0.13272  -0.604
104 H -4.24830 -3.02370 0.76476  0.197
105 H -3.56878 -4.00123 -0.14902  0.311
106 O -1.54858 1.11552 4.99142  -0.582
107 H -1.17839 1.40927 5.83965  0.285
108 H -1.71744 0.18188 5.20393  0.473
109 O 2.75443 1.57743 -5.13590  -0.578
110 H 2.65031 0.90190 -5.83513  0.253
111 H 2.98123 1.09583 -4.29905  0.343
112 O -3.90474 0.99090 -0.27157  -0.767
113 H -3.09056 0.60026 -0.61023  0.172
114 H -4.36051 0.33455 0.30107  0.338
115 O 3.73534 -0.85321 -4.88932  -0.575
116 H 3.68304 -1.78789 -4.78061  0.280
117 H 4.58344 -0.54316 -4.61319  0.285
118 O 1.21598 0.26261 3.45717  -0.016
119 H 0.63733 -0.46570 3.56767  0.035
120 H 0.84421 1.12015 3.59365  0.218

***

Record 3
Here is H8LiO4 as an isolated structure in a non-equilibrium geometry from OMol25. Energies are from wB97M-V/def2-TZVPD.

Its HOMO energy is -16.2 eV. The calculation puts the molar mass at 79.001 g mol⁻¹. The energy comes out at -8520.2990 eV. Its LUMO energy is -3.42 eV. As for the net charge: +1.

Each line ends with the Mulliken charge.
Element x y z (Å)
1 Li -0.24474 0.15879 -0.26246  0.909
2 O 0.53870 -1.71982 0.51993  -0.578
3 H 0.45881 -2.47431 0.11862  0.262
4 H 1.42741 -1.67474 1.06607  0.335
5 O -0.05538 1.52239 1.45843  -0.572
6 H 0.04604 1.26918 2.40005  0.314
7 H 0.11571 2.44227 1.52987  0.293
8 O 1.30632 0.69064 -1.31885  -0.608
9 H 1.60985 0.73699 -2.29716  0.323
10 H 2.10117 0.50986 -0.89788  0.304
11 O -2.11915 -0.22315 -0.84816  -0.600
12 H -2.63947 -0.22211 -0.18325  0.281
13 H -2.54527 -1.01598 -1.28520  0.339

***

Record 4
Here is a 4-piece molecular cluster, H8O4 overall in a non-equilibrium geometry from OMol25. Energies are from wB97M-V/def2-TZVPD.

Its HOMO energy is -10.8 eV. The calculation puts the molar mass at 72.060 g mol⁻¹. The energy comes out at -8319.7985 eV. Its LUMO energy is 0.39 eV. As for the net charge: 0.

Each line ends with the Mulliken charge.
Element x y z (Å)
1 O 0.81350 0.02189 1.58467  -0.629
2 H 0.81720 0.46625 0.70401  0.366
3 H 0.69297 0.79170 2.13699  0.282
4 H -0.15383 -0.48161 -1.02382  0.335
5 O 0.02584 0.47168 -0.98086  -0.688
6 H -0.82414 0.85760 -1.26706  0.375
7 O 1.74686 -3.01926 1.73201  -0.641
8 H 1.37983 -2.24566 1.34549  0.324
9 H 1.75630 -2.89587 2.68989  0.313
10 O -2.12080 1.95422 -1.97611  -0.719
11 H -2.32593 1.27505 -2.61498  0.343
12 H -1.80777 2.80402 -2.33025  0.337

***

Record 5
Here is a 4-piece molecular cluster, H8O4 overall in a non-equilibrium geometry from OMol25. Energies are from wB97M-V/def2-TZVPD.

Its HOMO energy is -10.1 eV. The calculation puts the molar mass at 72.060 g mol⁻¹. The energy comes out at -8319.0661 eV. Its LUMO energy is 0.03 eV. As for the net charge: 0.

Each line ends with the Mulliken charge.
Element x y z (Å)
1 O -39.33230 23.51651 3.08374  -0.653
2 H -39.89462 23.00799 2.71036  0.219
3 H -39.70396 23.46020 3.96780  0.399
4 O -36.68014 23.34324 2.88277  -0.685
5 H -37.64468 23.42766 3.00132  0.445
6 H -36.36822 23.78980 2.05007  0.305
7 O -40.45487 22.74518 5.44756  -0.713
8 H -40.38947 21.80099 5.29977  0.311
9 H -41.31843 23.06717 5.13743  0.362
10 O -40.34635 20.51585 2.55834  -0.611
11 H -40.60046 20.20596 3.46270  0.302
12 H -40.12659 19.72874 1.96977  0.320

***

Record 6
Here is a 4-piece molecular cluster, H8O4 overall in a non-equilibrium geometry from OMol25. Energies are from wB97M-V/def2-TZVPD.

Its HOMO energy is -11.0 eV. The calculation puts the molar mass at 72.060 g mol⁻¹. The energy comes out at -8319.7811 eV. Its LUMO energy is 0.46 eV. As for the net charge: 0.

Each line ends with the Mulliken charge.
Element x y z (Å)
1 O 0.85267 -0.16300 0.30025  -0.739
2 H 1.58467 -0.09300 -0.31275  0.323
3 H 0.26067 0.47700 -0.02875  0.432
4 O -0.71633 2.06900 1.27125  -0.686
5 H -1.51233 1.64200 1.66025  0.337
6 H 0.04167 1.57200 1.62025  0.328
7 O 0.15767 -2.91100 0.42825  -0.642
8 H 0.80467 -3.36900 -0.07775  0.296
9 H 0.31367 -1.97200 0.23125  0.384
10 O -0.31633 1.16700 -1.81075  -0.702
11 H -0.39833 0.21300 -1.96175  0.348
12 H -1.07233 1.36800 -1.31975  0.322

***

- The lowest HOMO energy belongs to which entry?
  H8LiO4